# 1
Molecular formula: C22H40NO2SSi
Method: DFT, ωB97M-V/def2-TZVPD

Properties
gap between HOMO and LUMO: 7.08 eV
E_HOMO: -11.25 eV
relative energy (zero: lowest compared OMol25 entry of this formula, charge and spin): 37.2 kJ/mol

```
! wB97M-V def2-TZVPD RIJCOSX def2/J DEFGRID3
* xyz 1 1
C 0.7526 -3.3201 1.1551
C 0.8640 -2.0968 2.0664
C 0.0147 -0.9470 1.4922
C -0.8206 -0.2303 2.5714
C 0.8351 -0.0519 0.5742
C 0.0662 0.8705 -0.3771
C -0.7482 2.0504 0.2126
C -2.2939 2.0154 -0.0144
C -2.8448 0.6373 -0.3869
C -2.9711 2.5123 1.2645
C 1.3369 1.5610 -0.9942
C 2.1666 0.6529 -1.9391
S 3.2291 1.6825 -2.9592
O 2.4502 2.1710 -4.0396
O 4.4483 1.0074 -3.2182
C 2.1045 1.7629 0.2635
N 1.8659 0.8791 1.1438
Si 2.8136 0.8876 2.7118
C 1.7682 0.7767 4.2467
C 3.7555 2.5076 2.7826
C 4.1018 -0.4836 2.7393
H 1.4948 -4.0687 1.4051
H 0.8975 -3.0658 0.1074
H -0.2115 -3.8022 1.2670
H 1.9187 -1.8437 2.0949
H 0.4880 -2.3993 3.0323
H -0.6966 -1.4289 0.8325
H -1.8782 -0.2224 2.3499
H -0.7126 -0.7730 3.4999
H -0.4984 0.7812 2.7821
H 1.4205 -0.7621 -0.0071
H -0.4050 0.3416 -1.1911
H -0.3986 2.9529 -0.2699
H -0.5359 2.1965 1.2627
H -2.5060 2.7101 -0.8173
H -3.8570 0.5816 -0.0046
H -2.3108 -0.1965 0.0485
H -2.9108 0.5233 -1.4639
H -4.0341 2.6220 1.0826
H -2.5588 3.4674 1.5736
H -2.8061 1.7868 2.0501
H 1.1555 2.4589 -1.5743
H 2.8252 -0.0326 -1.4188
H 1.5090 0.1299 -2.6209
H 3.5149 2.7192 -2.1177
H 2.8115 2.5728 0.3551
H 2.4748 0.8518 5.0691
H 1.2632 -0.1711 4.3684
H 1.0715 1.5977 4.3697
H 4.3982 2.5163 3.6507
H 4.3722 2.5882 1.8896
H 3.1019 3.3728 2.7833
H 3.8898 -1.2985 2.0581
H 4.2142 -0.8189 3.7625
H 5.0392 -0.0434 2.4158
C -3.9995 -1.4483 -5.1077
C -4.6933 -2.6352 -5.2943
C -4.3949 -3.7448 -4.5161
C -3.4070 -3.6664 -3.5451
C -2.7152 -2.4786 -3.3564
C -3.0087 -1.3707 -4.1397
H -4.2304 -0.5844 -5.7171
H -5.4672 -2.6958 -6.0479
H -4.9326 -4.6715 -4.6665
H -3.1769 -4.5313 -2.9365
H -1.9442 -2.4176 -2.5967
H -2.4647 -0.4444 -3.9968
*
```

# 2
Molecular formula: C22H40NO8
Method: DFT, ωB97M-V/def2-TZVPD

Properties
gap between HOMO and LUMO (alpha / beta): 8.96 / 9.68 eV
E_HOMO (alpha / beta): -8.32 / -9.32 eV
relative energy (zero: lowest compared OMol25 entry of this formula, charge and spin): 86.0 kJ/mol

```
! wB97M-V def2-TZVPD RIJCOSX def2/J DEFGRID3
* xyz 0 2
C 2.0857 -5.2099 -1.4154
C 1.1569 -4.0659 -1.9756
C 2.0296 -2.7696 -2.1036
C 1.3593 -1.6582 -2.9758
C 0.4822 -0.6320 -2.1766
O 0.9130 -0.3903 -0.8482
C 2.1993 0.2056 -0.7838
C 2.4243 0.5884 0.7335
C 3.3053 -0.4415 1.5186
C -0.9607 -1.2722 -2.0375
C -2.0608 -0.2683 -1.5968
C -2.0283 0.0004 -0.0351
C -3.4336 -1.0080 -1.8439
N -2.1224 0.9661 -2.3982
O -3.0460 1.7659 -2.0159
C -0.8183 1.6213 -2.5810
C -1.0102 2.6478 -3.7693
C -0.3747 2.5044 -1.3634
C 0.3074 0.6519 -3.0572
H 2.7263 -5.6201 -2.2196
H 1.4358 -5.9911 -0.9812
H 2.7600 -4.7668 -0.6518
H 0.8800 -4.3689 -3.0057
H 0.2670 -3.9041 -1.3368
H 2.3268 -2.4442 -1.0904
H 2.9645 -3.0856 -2.6226
H 0.7091 -2.1847 -3.7072
H 2.1426 -1.1161 -3.5529
H 2.2967 1.1486 -1.3571
H 3.0293 -0.4721 -1.0687
H 1.4085 0.6138 1.1851
H 2.8029 1.6290 0.7656
H 4.2869 0.0455 1.7133
H 2.8275 -0.5776 2.5188
H 3.4270 -1.3877 0.9626
H -1.2246 -1.8612 -2.9376
H -0.8611 -2.0142 -1.2140
H -2.0595 1.0778 0.2052
H -1.1867 -0.5236 0.4553
H -2.9491 -0.4315 0.4193
H -4.2855 -0.3662 -1.5450
H -3.5043 -1.9246 -1.2244
H -3.5408 -1.2278 -2.9238
H -0.0034 3.0554 -4.0105
H -1.6206 3.5001 -3.4202
H -1.4226 2.1413 -4.6595
H 0.0932 1.9204 -0.5483
H 0.3765 3.2609 -1.6852
H -1.2168 3.0723 -0.9248
H -0.0018 0.2855 -4.0648
H 1.2721 1.1707 -3.2136
C -2.1845 -0.9265 3.4630
C -1.9856 -0.8914 4.9513
O -0.5659 -0.9833 5.0765
C -0.0284 -0.5335 3.9176
O 1.1319 -0.3174 3.7555
O -0.9743 -0.3576 2.9682
H -3.0453 -0.3436 3.1420
H -2.2794 -1.9451 3.0766
H -2.3204 0.0481 5.3953
H -2.4763 -1.7193 5.4610
C 0.4956 4.0399 4.2650
C 0.5644 3.9016 2.7684
O -0.3266 2.8179 2.5146
C -1.1966 2.7532 3.5489
O -2.1644 2.0641 3.5629
O -0.8202 3.5706 4.5617
H 0.6256 5.0678 4.5992
H 1.2214 3.4044 4.7782
H 0.1980 4.7901 2.2476
H 1.5672 3.6710 2.4126
*
```

# 3
Molecular formula: C22H41ClNP3ReSe
Method: DFT, ωB97M-V/def2-TZVPD

Properties
gap between HOMO and LUMO (alpha / beta): 4.99 / 3.50 eV
E_HOMO (alpha / beta): -19.50 / -19.27 eV
relative energy (zero: lowest compared OMol25 entry of this formula, charge and spin): 10.2 kJ/mol

```
! wB97M-V def2-TZVPD RIJCOSX def2/J DEFGRID3
* xyz 4 4
Re -0.0280 -0.3182 0.5389
P 0.6920 -1.0543 2.5016
P -1.9817 0.9914 1.3366
P 1.1629 1.5855 0.4066
H 1.5918 -2.7981 -1.9184
C 1.9699 -1.8375 -1.5260
C 1.5381 -1.4178 -0.2285
H 0.7410 -2.1131 0.2531
C 0.3277 -2.8485 2.7420
C 0.1573 -0.2764 4.0566
C 2.5263 -1.0830 2.8182
C -2.9511 1.9970 0.1086
C -3.4191 0.2005 2.1913
C -1.6752 2.3482 2.5333
C 2.7355 1.4254 -0.5423
C 1.7433 2.3638 1.9850
C 0.5144 3.0842 -0.4332
H 3.0123 -1.5853 -1.7361
H 2.3762 -1.1940 0.4371
H 0.5095 -3.4276 1.8263
H -0.7145 -3.0012 3.0525
H 1.0019 -3.2208 3.5250
H -0.9358 -0.2241 4.1366
H 0.5839 0.7309 4.1420
H 0.5466 -0.8990 4.8737
H 3.1251 -1.4690 1.9763
H 2.6756 -1.7294 3.6986
H 2.8824 -0.0817 3.0844
H -3.6968 2.5783 0.6815
H -3.4619 1.3238 -0.5983
H -2.2833 2.6811 -0.4359
H -4.1027 0.9655 2.5828
H -3.0849 -0.4077 3.0406
H -3.9764 -0.4413 1.4962
H -2.6525 2.7660 2.8099
H -1.0769 3.1493 2.0885
H -1.1856 1.9729 3.4372
H 3.2490 2.4017 -0.5356
H 2.4985 1.1362 -1.5765
H 3.3887 0.6521 -0.1140
H 2.4398 3.1740 1.7208
H 2.2632 1.6470 2.6320
H 0.9040 2.7841 2.5542
H 1.2988 3.8536 -0.3919
H -0.3891 3.4759 0.0414
H 0.2906 2.8397 -1.4757
C 0.2532 0.7821 -3.9705
C 1.3286 -0.0386 -4.3831
C 2.3574 0.5154 -5.1720
C 2.2386 1.8466 -5.6256
C 1.1101 2.6066 -5.3003
C 0.1199 2.0852 -4.4539
Se -0.9849 0.1977 -2.5548
H 0.3429 -0.3858 -2.0621
H 1.3964 -1.0675 -3.9814
H 3.2410 -0.0972 -5.4097
H 3.0364 2.2690 -6.2408
H 0.9888 3.6157 -5.6981
H -0.7167 2.6947 -4.1027
Cl -1.8106 -4.4375 -3.0417
C -2.0568 -3.7071 -1.5166
C -3.1614 -4.0656 -0.7509
C -3.2765 -3.4316 0.4810
C -2.3663 -2.4310 0.8421
N -1.3629 -2.0257 0.0359
C -1.1491 -2.7308 -1.1018
H -3.8816 -4.8027 -1.0811
H -4.0697 -3.6470 1.1789
H -2.4506 -1.9206 1.8093
H -0.2567 -2.5242 -1.6968
*
```

# 4
Molecular formula: C22H41CuF3O12S4
Method: DFT, ωB97M-V/def2-TZVPD

Properties
gap between HOMO and LUMO (alpha / beta): 8.23 / 6.18 eV
E_HOMO (alpha / beta): -8.02 / -7.80 eV
relative energy (zero: lowest compared OMol25 entry of this formula, charge and spin): 254.5 kJ/mol

```
! wB97M-V def2-TZVPD RIJCOSX def2/J DEFGRID3
* xyz 0 2
Cu 0.4753 0.2631 -0.2171
C 0.6598 2.9097 -3.5023
C 0.6545 2.0428 -2.2466
O 1.4133 1.0344 -2.1492
O -0.2250 2.1806 -1.3713
H 1.4855 3.6214 -3.4968
H -0.2959 3.3910 -3.7097
H 0.9842 2.3969 -4.4077
C -1.5396 -2.6933 -0.8727
O -1.3636 -3.2326 -2.1818
O -0.8796 -1.4394 -0.8363
C -3.0696 -2.8125 -0.4624
F -3.5719 -4.0869 -0.2757
F -3.1687 -2.2324 0.7062
F -3.9180 -2.1921 -1.2722
C -0.9369 -4.5833 -2.3177
C -1.0622 -4.9230 -3.7811
H -0.3322 -4.3594 -4.3621
H -1.0064 -5.9903 -3.9953
H -2.0113 -4.5978 -4.2072
H -1.5124 -5.2687 -1.6955
H 0.0892 -4.7442 -1.9870
H -1.0063 -3.2870 -0.1303
C -4.4991 3.3013 1.3201
C -4.9703 1.8146 1.5189
C -3.8336 0.7939 1.4536
S -2.2930 1.6463 2.0297
O -1.1406 1.2411 1.2045
O -2.2830 1.4629 3.4916
C -2.9452 3.3624 1.5906
H -4.9427 4.0853 1.9339
H -4.6378 3.7255 0.3257
H -5.7856 1.6556 0.8131
H -5.5068 1.8810 2.4653
H -3.6831 0.6346 0.3858
H -3.8187 -0.1745 1.9536
H -2.3602 3.6346 0.7121
H -2.6761 4.0361 2.4041
C 4.2093 -2.0016 -3.8338
C 2.7726 -2.2404 -4.2041
C 2.0607 -2.7802 -2.9793
S 2.9484 -2.2551 -1.5058
O 3.7303 -3.2326 -0.8765
O 2.0859 -1.3268 -0.7531
C 4.1157 -1.2784 -2.5136
H 4.7321 -1.3417 -4.5261
H 4.8695 -2.8687 -3.8099
H 2.6503 -2.7451 -5.1624
H 2.3589 -1.2520 -4.4042
H 1.8900 -3.8554 -2.9247
H 1.0784 -2.3433 -2.7998
H 5.0027 -0.8457 -2.0510
H 3.5261 -0.3783 -2.6881
C -1.6281 -1.8572 3.8680
C -0.7835 -1.0931 4.9183
C 0.5282 -0.5663 4.2738
S 0.9277 -1.7391 3.0297
O 2.1051 -2.5154 3.3596
O 0.8556 -1.0002 1.7305
C -0.6086 -2.7629 3.1879
H -2.2115 -1.3296 3.1134
H -2.4223 -2.3936 4.3873
H -0.6176 -1.7790 5.7490
H -1.4100 -0.2877 5.3017
H 1.3615 -0.4188 4.9609
H 0.2983 0.2679 3.6111
H -0.4851 -3.5565 3.9248
H -1.0025 -3.0933 2.2267
C 0.9931 4.6124 0.8459
C 2.1533 5.0941 0.0183
C 3.2436 3.9930 -0.0275
S 2.7901 2.6537 1.2308
O 3.9309 2.3513 2.0820
O 2.0059 1.5100 0.6534
C 1.5931 3.8355 2.0934
H 0.3619 3.9672 0.2349
H 0.3142 5.4166 1.1296
H 2.4770 6.0386 0.4556
H 1.8560 5.2516 -1.0185
H 4.1887 4.2783 0.4347
H 3.5729 3.5849 -0.9830
H 2.1888 4.5232 2.6938
H 0.9060 3.2621 2.7157
*
```

# 5
Molecular formula: C22H41N2O
Method: DFT, ωB97M-V/def2-TZVPD

Properties
gap between HOMO and LUMO: 9.99 eV
E_HOMO: -12.66 eV
SMILES string: CCCCCCCCCCCCCCCCn1cc[n+](CC(C)=O)c1
relative energy (zero: lowest compared OMol25 entry of this formula, charge and spin): 7.8 kJ/mol

```
! wB97M-V def2-TZVPD RIJCOSX def2/J DEFGRID3
* xyz 1 1
C -7.6837 -0.9298 0.2418
C -7.5070 0.3338 -0.5919
C -6.2466 1.1225 -0.2352
C -4.9556 0.3964 -0.6086
C -3.7277 1.2550 -0.3146
C -2.4166 0.6163 -0.7753
C -2.0485 -0.6462 0.0025
C -0.6507 -1.1546 -0.3458
C -0.2321 -2.3219 0.5466
C 1.0759 -2.9833 0.1116
C 2.2489 -2.0054 0.0644
C 3.5937 -2.7239 -0.0530
C 4.7358 -1.7760 -0.4232
C 5.0101 -0.7435 0.6700
C 5.9982 0.3506 0.2615
C 5.5800 1.1427 -0.9871
N 4.1743 1.4855 -0.9846
C 3.2903 1.2109 -1.9826
C 2.0644 1.6391 -1.5761
N 2.2210 2.1810 -0.3352
C 1.1757 2.5928 0.5561
C 1.1160 1.6101 1.7558
C -0.1410 1.6832 2.5426
O 2.0460 0.8819 1.9666
C 3.5047 2.0638 0.0073
H -7.6724 -0.6906 1.3031
H -6.8938 -1.6491 0.0407
H -8.6349 -1.4019 0.0091
H -8.3733 0.9802 -0.4363
H -7.4792 0.0698 -1.6514
H -6.2746 2.0815 -0.7589
H -6.2460 1.3324 0.8372
H -4.9765 0.1504 -1.6727
H -4.8900 -0.5355 -0.0477
H -3.8436 2.2165 -0.8219
H -3.6779 1.4549 0.7593
H -1.6121 1.3534 -0.6607
H -2.4874 0.3763 -1.8381
H -2.1052 -0.4446 1.0764
H -2.7725 -1.4305 -0.2153
H -0.6328 -1.4702 -1.3911
H 0.0705 -0.3386 -0.2327
H -1.0227 -3.0741 0.5377
H -0.1276 -1.9656 1.5745
H 1.3087 -3.7823 0.8177
H 0.9452 -3.4397 -0.8717
H 2.1276 -1.3405 -0.7961
H 2.2311 -1.3968 0.9705
H 3.5165 -3.4903 -0.8267
H 3.8223 -3.2257 0.8878
H 5.6423 -2.3567 -0.6032
H 4.4700 -1.2819 -1.3604
H 4.0734 -0.2864 0.9887
H 5.4203 -1.2575 1.5398
H 6.9709 -0.0920 0.0460
H 6.1291 1.0332 1.1026
H 5.7692 0.5566 -1.8870
H 6.1708 2.0613 -1.0500
H 3.5801 0.7422 -2.9009
H 1.1173 1.5960 -2.0742
H 1.3804 3.5909 0.9554
H 0.2217 2.6131 0.0271
H -0.4696 2.7111 2.6715
H -0.9216 1.1505 1.9972
H -0.0096 1.2015 3.5079
H 3.9304 2.3976 0.9327
*
```

# 6
Molecular formula: C22H41N5O3RuS2Si
Method: DFT, ωB97M-V/def2-TZVPD

Properties
gap between HOMO and LUMO (alpha / beta): 8.06 / 6.67 eV
E_HOMO (alpha / beta): -10.98 / -10.94 eV
relative energy (zero: lowest compared OMol25 entry of this formula, charge and spin): 32.1 kJ/mol

```
! wB97M-V def2-TZVPD RIJCOSX def2/J DEFGRID3
* xyz 1 2
Ru 0.0683 0.0933 0.1039
C 3.7311 -2.6966 -4.7341
Si 2.4085 -3.3509 -3.5948
C 1.3667 -4.6149 -4.4865
C 3.1632 -4.0773 -2.0602
C 1.2620 -1.8635 -3.2624
C 0.6438 -1.2756 -4.3580
C -0.1819 -0.1581 -4.2351
C -0.3756 0.3817 -2.9898
N 0.2154 -0.1542 -1.9108
C 0.9837 -1.2526 -2.0355
S 1.4712 -1.7316 -0.4410
H 4.4121 -3.4979 -5.0290
H 4.3235 -1.9152 -4.2545
H 3.3009 -2.2800 -5.6473
H 1.9764 -5.4768 -4.7660
H 0.9392 -4.2076 -5.4051
H 0.5459 -4.9755 -3.8635
H 3.7936 -4.9176 -2.3624
H 2.4139 -4.4540 -1.3633
H 3.7927 -3.3620 -1.5293
H 0.7951 -1.6982 -5.3456
H -0.6606 0.2879 -5.0946
H -0.9916 1.2547 -2.8387
C -2.8741 -3.4890 -1.0742
C -3.4784 -2.0943 -0.9392
C -4.3031 -1.9823 0.3440
C -4.3408 -1.7760 -2.1544
N -2.3750 -1.1019 -0.9909
N -1.5419 -1.1086 0.1821
H -3.6681 -4.2271 -1.1866
H -2.2994 -3.7817 -0.1914
H -2.2256 -3.5411 -1.9495
H -5.1803 -2.6265 0.2864
H -4.6506 -0.9572 0.4977
H -3.7376 -2.2825 1.2286
H -5.1708 -2.4784 -2.2199
H -3.7547 -1.8446 -3.0714
H -4.7628 -0.7699 -2.0839
H -2.7670 -0.1672 -1.0592
H -1.2123 -2.0656 0.2917
H -2.0741 -0.8224 1.0193
C -0.9236 2.7586 4.6023
C -1.5173 1.4581 5.1289
C -0.8934 0.1568 4.5549
C -1.4978 -1.0599 5.2724
C -0.9251 -2.3872 4.7915
C 0.5999 0.2092 4.8349
O 1.0735 0.0156 5.9198
N 1.4262 0.5493 3.7596
C 0.9911 0.6006 2.4785
O 1.7535 0.7918 1.5124
N -0.3021 0.4148 2.1465
C -1.2487 0.0950 3.0757
O -2.3884 -0.1870 2.7222
H -1.5018 3.6073 4.9650
H -0.9337 2.8010 3.5095
H 0.1058 2.9000 4.9353
H -2.5864 1.4109 4.9138
H -1.3970 1.4074 6.2119
H -2.5754 -1.0306 5.1124
H -1.3112 -0.9350 6.3386
H -1.0579 -2.5145 3.7132
H -1.4293 -3.2211 5.2778
H 0.1383 -2.4707 5.0210
H 2.4216 0.6160 3.9306
C -2.4672 2.5224 0.8369
S -1.1781 2.2026 -0.3842
C 0.1118 3.2974 0.2550
H -2.2062 2.0787 1.7903
H -3.3931 2.0834 0.4687
H -2.6055 3.5981 0.9298
H -0.0886 4.3220 -0.0516
H 1.0663 2.9762 -0.1573
H 0.1416 3.2189 1.3396
*
```